(w)
This record from OMol25 describes C38H22F9N2O6PTi as an isolated structure. The level of theory is ωB97M-V/def2-TZVPD.

Last column: Löwdin charge in e.
Element x y z (Å)
Ti (-0.592, 1.244, 0.927)  1.033
O (1.843, 0.211, 4.135)  0.125
C (1.353, 0.628, 2.958)  -0.450
O (0.073, 0.651, 2.771)  -0.104
C (2.217, 1.022, 1.918)  -0.223
C (3.630, 1.135, 1.854)  0.007
C (4.193, 1.549, 0.673)  -0.050
C (3.407, 1.860, -0.464)  0.010
C (2.042, 1.738, -0.329)  -0.189
N (1.501, 1.346, 0.814)  0.008
C (0.986, 1.949, -1.419)  -0.554
O (1.292, 2.300, -2.531)  0.100
O (-0.227, 1.660, -0.998)  -0.155
H (1.088, -0.001, 4.698)  0.129
H (4.240, 0.893, 2.714)  0.118
H (5.271, 1.633, 0.602)  0.111
H (3.842, 2.166, -1.404)  0.121
O (-4.355, 1.849, 0.334)  0.095
C (-3.235, 1.902, 0.785)  -0.583
O (-2.540, 0.907, 1.247)  -0.152
C (-2.507, 3.260, 0.864)  -0.148
C (-3.234, 4.437, 0.600)  0.030
C (-2.593, 5.635, 0.701)  0.027
C (-1.231, 5.678, 1.083)  -0.139
C (-0.510, 6.891, 1.211)  -0.023
C (0.799, 6.876, 1.592)  -0.064
C (1.444, 5.650, 1.875)  -0.050
C (0.776, 4.465, 1.761)  0.010
C (-0.577, 4.460, 1.348)  -0.167
N (-1.240, 3.271, 1.225)  0.078
H (-4.271, 4.339, 0.316)  0.125
H (-3.115, 6.562, 0.498)  0.125
H (-1.019, 7.823, 1.001)  0.117
H (1.350, 7.802, 1.686)  0.108
H (2.480, 5.651, 2.188)  0.111
H (1.262, 3.528, 1.990)  0.102
F (-3.105, -6.948, 2.156)  0.146
C (-2.345, -6.160, 2.937)  -0.588
F (-1.329, -6.922, 3.384)  0.140
F (-3.088, -5.820, 4.000)  0.140
C (-1.842, -4.961, 2.184)  -0.116
C (-2.339, -3.697, 2.453)  0.009
C (-1.868, -2.609, 1.727)  -0.053
C (-0.919, -2.797, 0.726)  -0.337
C (-0.428, -4.074, 0.464)  -0.058
C (-0.884, -5.153, 1.194)  -0.001
P (-0.469, -1.318, -0.217)  1.119
C (-1.439, -1.510, -1.744)  -0.321
C (-2.635, -0.806, -1.823)  -0.043
C (-3.472, -0.967, -2.919)  0.018
C (-3.107, -1.828, -3.938)  -0.112
C (-1.913, -2.541, -3.869)  0.003
C (-1.086, -2.384, -2.772)  -0.068
C (-3.977, -1.988, -5.152)  -0.586
F (-3.519, -1.257, -6.186)  0.146
F (-5.241, -1.602, -4.927)  0.142
F (-4.017, -3.266, -5.570)  0.138
C (1.270, -1.542, -0.699)  -0.344
C (1.754, -1.189, -1.956)  -0.067
C (3.116, -1.212, -2.214)  0.011
C (4.002, -1.586, -1.216)  -0.122
C (3.534, -1.936, 0.043)  -0.001
C (2.175, -1.912, 0.297)  -0.076
C (5.476, -1.626, -1.496)  -0.585
F (6.200, -1.332, -0.400)  0.133
F (5.874, -2.846, -1.906)  0.144
F (5.833, -0.756, -2.454)  0.140
H (-3.081, -3.553, 3.226)  0.124
H (-2.251, -1.616, 1.929)  0.099
H (0.319, -4.226, -0.306)  0.113
H (-0.503, -6.147, 0.996)  0.128
H (-2.941, -0.146, -1.021)  0.091
H (-4.404, -0.422, -2.968)  0.129
H (-1.640, -3.224, -4.662)  0.126
H (-0.167, -2.953, -2.722)  0.107
H (1.080, -0.850, -2.732)  0.116
H (3.482, -0.917, -3.188)  0.131
H (4.228, -2.209, 0.826)  0.129
H (1.821, -2.165, 1.290)  0.118

As for the total charge: 0. As for the orbital gap (spin up / spin down): 5.749 / 8.449 eV. The spin multiplicity is 3. As for the expectation value of S²: 2.017.

***

(x)
This record from OMol25 describes C38H22F9N2O6PTi as an isolated structure. The level of theory is ωB97M-V/def2-TZVPD.

Last column: Löwdin charge in e.
Element x y z (Å)
Ti (1.361, -0.835, -0.209)  1.024
O (-0.581, -4.433, 0.598)  0.128
C (-0.164, -3.282, 0.052)  -0.447
O (0.770, -2.601, 0.626)  -0.105
C (-0.740, -2.795, -1.134)  -0.214
C (-1.742, -3.329, -1.972)  0.011
C (-2.100, -2.610, -3.087)  -0.047
C (-1.497, -1.370, -3.385)  0.009
C (-0.531, -0.906, -2.523)  -0.190
N (-0.158, -1.605, -1.454)  0.015
C (0.208, 0.408, -2.602)  -0.573
O (0.012, 1.184, -3.510)  0.094
O (1.019, 0.585, -1.587)  -0.154
H (-0.046, -4.594, 1.384)  0.129
H (-2.209, -4.274, -1.732)  0.118
H (-2.870, -2.998, -3.741)  0.112
H (-1.782, -0.779, -4.244)  0.123
O (4.587, 1.027, 1.071)  0.092
C (3.825, 0.184, 0.646)  -0.580
O (2.701, -0.204, 1.171)  -0.156
C (4.173, -0.492, -0.665)  -0.154
C (5.416, -0.240, -1.267)  0.031
C (5.709, -0.875, -2.436)  0.026
C (4.772, -1.764, -3.010)  -0.140
C (5.022, -2.459, -4.212)  -0.024
C (4.084, -3.305, -4.732)  -0.065
C (2.857, -3.495, -4.067)  -0.051
C (2.584, -2.835, -2.901)  0.008
C (3.535, -1.952, -2.351)  -0.167
N (3.259, -1.292, -1.182)  0.087
H (6.087, 0.452, -0.783)  0.125
H (6.654, -0.711, -2.939)  0.125
H (5.969, -2.306, -4.715)  0.117
H (4.279, -3.834, -5.655)  0.108
H (2.123, -4.171, -4.485)  0.111
H (1.644, -2.979, -2.386)  0.101
F (-2.125, 0.198, 7.551)  0.144
C (-2.038, -0.904, 6.779)  -0.583
F (-3.235, -1.518, 6.844)  0.139
F (-1.139, -1.719, 7.351)  0.139
C (-1.675, -0.550, 5.363)  -0.116
C (-0.427, -0.859, 4.852)  0.007
C (-0.113, -0.501, 3.548)  -0.054
C (-1.042, 0.177, 2.768)  -0.328
C (-2.297, 0.485, 3.295)  -0.067
C (-2.617, 0.118, 4.589)  0.002
P (-0.516, 0.699, 1.098)  1.123
C (-0.116, 2.465, 1.311)  -0.320
C (1.224, 2.839, 1.367)  -0.037
C (1.570, 4.161, 1.607)  0.019
C (0.573, 5.105, 1.789)  -0.113
C (-0.767, 4.744, 1.731)  0.000
C (-1.109, 3.425, 1.497)  -0.064
C (0.925, 6.549, 2.019)  -0.581
F (0.804, 7.272, 0.887)  0.143
F (2.186, 6.702, 2.452)  0.141
F (0.113, 7.119, 2.931)  0.136
C (-2.027, 0.673, 0.096)  -0.349
C (-2.132, 1.535, -0.993)  -0.071
C (-3.135, 1.356, -1.932)  0.011
C (-4.033, 0.313, -1.783)  -0.123
C (-3.951, -0.544, -0.692)  0.002
C (-2.946, -0.367, 0.243)  -0.070
C (-5.112, 0.099, -2.806)  -0.578
F (-5.425, -1.206, -2.937)  0.130
F (-6.252, 0.740, -2.474)  0.143
F (-4.749, 0.544, -4.022)  0.139
H (0.296, -1.378, 5.466)  0.124
H (0.863, -0.736, 3.140)  0.101
H (-3.027, 1.006, 2.687)  0.108
H (-3.590, 0.349, 5.002)  0.128
H (2.001, 2.098, 1.250)  0.086
H (2.611, 4.447, 1.662)  0.129
H (-1.534, 5.492, 1.877)  0.127
H (-2.154, 3.143, 1.449)  0.109
H (-1.406, 2.325, -1.133)  0.122
H (-3.188, 2.003, -2.797)  0.134
H (-4.654, -1.360, -0.590)  0.128
H (-2.864, -1.053, 1.078)  0.113

As for the total charge: 0. As for the orbital gap (spin up / spin down): 5.821 / 8.521 eV. The spin multiplicity is 3. As for the expectation value of S²: 2.016.

***

(x) has the most favorable energy; the next structure is 0.0057 hartree above.